[1]
Density functional theory data (ωB97M-V/def2-TZVPD) for a cluster of 13 separate species, C5H38N2O12S in total in a non-equilibrium geometry.

Energy relative to the best compared isomer or geometry (same formula, charge and spin): 14.1 kcal/mol
Net charge: 0

Last column: natural (NBO) charge in e.
Cartesian coordinates (Å):
C -1.575 1.176 -2.678  -0.518
H 4.228 3.457 -0.287  0.474
H 0.071 4.919 -0.585  0.467
O 0.594 -2.995 3.585  -0.974
H 0.817 4.119 0.360  0.501
H -0.613 1.689 -2.795  0.250
H 2.329 2.095 -2.019  0.479
H -2.926 -2.441 0.962  0.511
H 1.796 -4.179 -2.966  0.472
C 3.164 -1.188 0.433  -0.225
O -2.680 -1.756 0.338  -0.979
N 3.548 -2.435 -0.215  -0.836
O 0.589 -3.224 0.192  -0.970
H -3.222 1.059 2.026  0.496
C -0.055 0.297 -0.804  -0.261
H -1.861 0.885 -3.684  0.201
H 0.184 1.351 -0.989  0.247
H -0.634 0.311 0.145  0.167
H 0.483 -0.397 2.683  0.492
H 1.423 3.408 -1.781  0.514
O 3.591 2.788 -0.005  -0.949
H 0.393 -3.520 4.370  0.467
O 0.587 0.503 2.990  -0.974
H -1.749 -1.569 0.239  0.491
H 1.910 -4.971 -1.796  0.473
N 1.021 -0.692 -0.789  -0.678
H 2.748 -2.806 -0.707  0.356
H -2.768 3.294 -2.651  0.125
O 0.975 4.584 -0.504  -0.981
H -4.042 -0.638 0.645  0.495
H -2.073 -0.503 -1.447  0.221
H 0.701 2.390 1.733  0.508
C -1.147 -0.063 -1.816  -0.430
H -0.786 -0.646 -2.671  0.202
H 0.967 0.436 3.877  0.486
H -4.534 0.744 0.293  0.477
H 0.178 -3.510 2.862  0.489
H 3.743 -3.101 0.525  0.356
O -2.551 1.728 1.799  -0.971
S -2.992 2.138 -2.047  -0.069
O -4.572 0.102 1.011  -0.979
H 0.251 -3.273 -0.708  0.502
O 1.448 2.473 -2.039  -0.999
H 1.061 -1.081 -1.724  0.361
O -1.363 -3.946 1.769  -1.004
H 0.168 3.543 2.579  0.492
O 1.217 -4.470 -2.250  -0.939
H -1.745 1.409 2.214  0.461
H -1.558 -4.782 2.223  0.477
H 4.129 -0.703 0.670  0.189
H 0.410 -2.334 0.512  0.494
H 3.360 3.093 0.873  0.478
H 2.671 -1.194 1.421  0.162
H 2.452 0.735 0.127  0.230
H -0.648 -4.074 1.090  0.509
C 2.354 -0.207 -0.418  -0.243
H 2.877 0.085 -1.339  0.171
O 0.749 3.357 1.836  -0.964

---

[2]
Density functional theory data (ωB97M-V/def2-TZVPD) for a cluster of 2 separate species, C51H56F3N4 in total in a non-equilibrium geometry.

E_tot: -67901.9453 eV
Net charge: +1

Last column: Mulliken charge in e.
Cartesian coordinates (Å):
C 0.387 -4.911 -2.062  1.619
C 2.122 3.580 4.911  -1.563
H -2.094 -2.489 -2.447  -0.702
H 2.582 -3.066 -0.823  0.516
H 1.045 8.947 -2.784  0.263
C -5.935 -0.969 -0.592  -1.315
C 0.299 -3.850 4.043  -1.778
H -2.308 -1.387 2.033  -0.407
C 0.724 -3.931 0.302  -1.516
C -3.109 -1.428 -3.999  -1.475
H 3.041 2.989 4.985  0.377
H 2.375 4.604 5.215  0.329
C 1.067 8.334 -1.884  -0.872
N 0.027 -2.745 -0.142  2.057
C -3.164 -0.696 2.046  1.745
N 0.065 6.289 -2.956  0.189
H 2.532 4.158 0.305  0.768
F 6.848 -0.995 -1.000  -0.278
C -5.266 -0.706 0.605  -0.647
H 1.179 -4.286 4.532  0.354
H 3.439 4.124 2.621  0.506
H -0.411 -4.655 3.825  0.397
H 2.687 -2.633 3.463  0.327
H -1.299 6.824 -4.474  0.346
H 1.848 8.473 1.445  0.411
H -0.714 4.300 -3.207  0.563
C 0.463 -1.434 -0.288  -0.939
H -4.128 -1.227 -4.354  0.334
H 0.123 -7.058 -2.291  0.355
H -0.746 2.967 -0.780  0.411
C 6.029 0.050 -0.679  0.821
C -3.127 -2.338 -2.777  1.609
H 1.563 1.000 0.189  0.694
H -0.396 2.893 4.132  0.336
C 4.576 -0.348 -0.586  0.396
H 1.145 -4.715 -4.088  0.439
C 4.205 -1.677 -0.761  -1.625
H -4.756 -3.638 -3.403  0.321
H -2.635 -0.473 -3.747  0.285
C -0.054 3.715 -0.410  -0.400
H -3.414 1.451 2.220  0.345
F 6.488 0.564 0.508  -0.261
H -5.763 -1.709 -2.617  0.370
H -1.995 0.799 3.087  0.302
N -1.749 -1.545 -0.333  2.137
H -7.005 -0.771 -0.667  0.380
C -4.015 -1.048 3.267  -2.081
C 0.526 3.570 0.899  0.493
H 2.140 -1.612 2.122  0.132
H -0.183 -2.560 2.395  -0.640
H 1.397 3.178 5.624  0.377
H 1.886 -6.849 -0.984  0.381
C 2.196 -6.161 1.044  -1.698
C -3.890 -0.903 0.715  0.527
H -0.251 -4.021 -2.138  -0.737
H 1.897 9.869 -0.596  0.395
H -5.821 -0.347 1.472  0.291
C -5.236 -1.475 -1.686  -0.487
C -0.480 -6.142 -2.345  -1.577
C 0.698 -3.111 2.757  1.746
H -2.538 -1.899 -4.806  0.446
H -4.827 -0.326 3.411  0.421
C -3.704 -3.715 -3.099  -1.423
H -1.780 1.141 -0.726  0.843
C 0.118 4.865 -1.185  0.517
C 0.927 -4.963 -0.629  0.932
H -1.285 -6.213 -1.603  0.346
C 0.645 7.007 -1.902  0.277
H -3.135 -4.188 -3.909  0.413
C 2.396 3.859 2.437  -0.884
H -3.389 -1.037 4.166  0.448
H -1.968 0.941 1.318  -0.419
H 0.063 1.139 -1.263  1.183
C -2.604 0.709 2.178  -0.264
H -4.443 -2.051 3.168  0.416
C 1.686 -6.069 -0.246  -0.340
C -0.276 3.178 2.003  -0.518
H 0.932 6.157 1.372  0.440
F 6.235 1.020 -1.627  -0.265
C 1.111 -4.085 1.651  0.513
H -0.933 -6.079 -3.342  0.413
C -0.254 5.032 -2.547  -1.150
C 3.626 0.631 -0.308  -1.362
C -3.178 -1.313 -0.429  -1.179
C 2.298 0.265 -0.134  -0.115
C -3.858 -1.690 -1.600  0.540
H 3.931 1.673 -0.229  0.414
C 1.574 3.522 3.521  1.042
C -0.666 -0.644 -0.441  0.496
C 1.817 -2.114 3.042  -1.237
H 0.127 7.879 -4.281  0.259
H 2.311 -5.258 2.998  0.356
H 4.945 -2.442 -0.980  0.545
H 0.296 6.276 -5.054  0.341
H -0.177 -3.161 4.750  0.449
C 1.526 8.846 -0.658  -0.705
C 1.022 6.733 0.456  -0.002
H 2.806 -7.019 1.321  0.359
H 2.186 -5.671 -3.005  0.301
H 1.485 -1.349 3.754  0.426
C 1.912 -5.177 1.984  -0.522
H 2.142 -3.904 -2.859  0.295
C 0.242 3.167 3.287  -1.056
N -1.324 -2.821 -0.229  -1.011
C -0.220 6.843 -4.267  -0.854
C 1.892 3.880 1.147  -0.424
C 1.501 8.053 0.499  -0.912
C 1.532 -4.792 -3.066  -1.315
C 1.861 -1.071 -0.356  0.828
H -3.644 -4.362 -2.216  0.339
C -0.779 0.717 -0.725  -2.845
C 2.866 -2.026 -0.666  0.125
H -1.329 2.959 1.823  0.713
C 0.650 6.173 -0.758  0.715

---

[3]
Density functional theory data (ωB97M-V/def2-TZVPD) for a structure of composition C6H10Al3ClF9KLiO8P in a non-equilibrium geometry.

E_tot: -105364.0757 eV
Net charge: 0

Last column: natural (NBO) charge in e.
Cartesian coordinates (Å):
C -7.007 -1.557 -1.179  0.943
F 0.565 2.479 2.919  -0.721
H -0.277 -1.731 -2.452  0.136
Li 2.744 -1.845 2.661  0.973
H 2.207 -0.817 -2.171  0.164
H -6.780 -3.362 -0.974  0.481
F -0.741 -0.912 0.559  -0.673
H 3.362 -2.147 -2.435  0.214
F -2.671 2.175 -2.130  -0.752
O -6.369 -2.603 -0.533  -0.729
H 0.878 -2.798 -0.891  0.284
C 0.334 -1.714 -3.356  0.629
F 1.591 2.246 5.503  -0.768
F -1.502 2.437 0.275  -0.753
Al -1.952 1.324 -0.896  2.107
Cl 2.724 3.516 0.751  -0.158
C 2.118 -1.651 0.335  0.770
F 2.871 3.725 3.602  -0.780
C 3.061 0.387 0.244  -0.446
H 1.790 2.431 1.592  0.161
F -0.492 0.690 -1.560  -0.768
Al 1.373 3.287 4.222  2.151
O 3.274 -0.960 0.590  -0.574
Al 0.520 2.342 -0.775  0.930
O -7.840 -1.874 -2.048  -0.681
F -3.050 0.236 -0.274  -0.745
H 0.383 0.527 0.877  0.119
P 1.688 0.859 1.443  1.425
H 2.878 0.577 -0.806  0.227
C 1.913 -2.505 -0.871  -0.561
H 2.476 -3.424 -0.731  0.251
H 3.912 1.004 0.488  0.267
O -6.699 -0.405 -0.838  -0.739
O 1.241 -1.569 1.137  -0.515
O 1.940 0.185 2.727  -1.022
O 1.537 -2.361 -3.290  -0.522
C 2.341 -1.892 -2.215  -0.056
F 0.508 4.635 4.666  -0.765
K -4.822 2.249 0.189  0.994
O -0.027 -1.184 -4.355  -0.498

---

[4]
Density functional theory data (ωB97M-V/def2-TZVPD) for the molecule C4H4N2O in a non-equilibrium geometry.

Energy relative to the best compared isomer or geometry (same formula, charge and spin): 65.5 kcal/mol
Net charge: 0

Last column: natural (NBO) charge in e.
Cartesian coordinates (Å):
H 0.993 2.378 0.964  0.237
H -0.756 -2.949 0.037  0.345
N -0.921 -2.351 -0.774  -0.626
C -0.528 -1.183 -0.543  0.378
N 0.132 1.686 -0.829  -0.533
O 0.039 -0.866 0.686  -0.504
H 0.883 0.261 2.114  0.206
C -0.302 1.591 -1.917  0.301
H -0.627 -0.411 -1.298  0.183
C 0.577 1.511 0.465  -0.173
C 0.511 0.335 1.096  0.186